[1]
Molecular formula: C32H40Cl2NOP3ReS
Method: DFT, the ωB97M-V functional and the def2-TZVPD basis

Last column: Mulliken spin population.
Atoms and positions in Å:
P -0.882 2.120 -5.103  0.009
C -2.514 2.177 -6.024  0.007
C -3.088 3.339 -6.589  0.002
H -2.705 4.349 -6.394  0.000
C -4.223 3.258 -7.433  0.000
H -4.658 4.184 -7.852  0.000
C -4.831 2.033 -7.721  0.001
H -5.723 1.994 -8.359  0.000
C -4.273 0.895 -7.142  0.000
H -4.761 -0.058 -7.335  0.000
C -3.152 0.961 -6.314  -0.003
H -2.785 0.041 -5.895  0.000
C -0.614 3.937 -4.975  -0.004
C -1.278 4.603 -3.952  0.009
H -1.836 4.048 -3.216  0.003
C -1.237 5.994 -3.828  0.000
H -1.727 6.475 -3.002  0.000
C -0.539 6.762 -4.762  0.000
H -0.497 7.857 -4.670  0.000
C 0.111 6.119 -5.799  0.000
H 0.681 6.712 -6.544  0.000
C 0.097 4.715 -5.926  0.001
H 0.655 4.261 -6.752  0.000
C 0.181 1.790 -6.601  -0.013
C -0.208 1.928 -7.942  -0.001
H -1.257 2.097 -8.251  0.000
C 0.719 1.830 -8.995  0.000
H 0.402 1.945 -10.037  0.000
C 2.086 1.561 -8.736  0.001
H 2.794 1.491 -9.557  0.000
C 2.439 1.389 -7.402  0.002
H 3.498 1.161 -7.192  0.000
C 1.534 1.478 -6.364  0.005
H 1.882 1.290 -5.354  0.003
Re -0.011 0.498 -0.419  2.368
C 1.414 1.711 0.253  0.117
C 1.771 2.782 -0.539  0.082
H 1.946 1.416 1.143  -0.018
C 0.976 3.069 -1.770  -0.105
O 1.856 3.073 -2.893  0.008
H 1.349 3.392 -3.669  -0.001
C -0.181 1.980 -1.956  0.076
H 0.608 4.095 -1.705  0.016
C -0.602 1.393 -3.175  0.186
Cl 0.426 -0.757 1.487  0.134
Cl -1.505 -1.230 -1.116  0.119
P -1.815 1.328 0.625  -0.093
C -2.603 0.227 1.867  0.018
H -1.929 0.083 2.706  0.000
H -2.821 -0.734 1.415  -0.004
H -3.555 0.679 2.223  -0.001
C -1.399 2.771 1.639  0.016
H -0.943 3.540 1.006  -0.002
H -0.677 2.470 2.401  0.003
H -2.302 3.176 2.111  0.000
C -3.260 1.853 -0.348  0.018
H -3.611 1.015 -0.975  0.002
H -2.997 2.687 -1.005  -0.003
H -4.070 2.160 0.317  -0.001
P 3.250 3.719 -0.052  0.007
C 3.604 3.416 1.683  0.000
C 2.965 5.466 -0.360  0.006
H 3.844 2.363 1.846  0.001
H 2.743 3.686 2.291  0.001
H 4.472 4.035 1.997  0.000
H 2.543 5.578 -1.373  0.000
H 3.908 6.015 -0.273  0.000
H 2.240 5.839 0.389  0.000
C 4.591 3.109 -1.081  0.014
H 5.013 2.192 -0.644  -0.001
H 5.385 3.871 -1.167  0.001
H 4.178 2.890 -2.068  -0.003
H -1.654 0.662 -3.361  -0.011
S 3.549 -1.879 -2.567  0.002
C 2.752 -2.966 -1.468  0.000
C 1.628 -2.426 -0.892  -0.004
N 1.461 -1.057 -1.288  0.006
C 2.364 -0.707 -2.211  0.016
H 3.107 -3.973 -1.209  0.000
H 0.936 -2.843 -0.216  0.002
H 2.372 0.279 -2.663  0.002

Summary:
Orbital gap (spin up / spin down)   8.02 / 7.42 eV
E_HOMO (spin up / spin down)   -13.4 / -14.0 eV
Total charge   +2
Multiplicity   4
E_LUMO (spin up / spin down)   -5.403 / -6.609 eV

[2]
Molecular formula: C32H40ClDyN8O2S
Method: DFT, the ωB97M-V functional and the def2-TZVPD basis

Last column: Mulliken spin population.
Atoms and positions in Å:
Dy 1.407 1.701 0.501  4.946
O 5.082 4.014 -0.210  -0.002
C 3.975 3.626 0.126  -0.009
N 3.440 2.421 -0.158  0.013
C 4.269 1.654 -1.085  -0.004
C 3.458 0.895 -2.100  0.002
C 4.053 0.534 -3.310  0.000
C 3.347 -0.221 -4.227  0.000
C 2.064 -0.629 -3.884  -0.001
C 1.543 -0.230 -2.671  -0.004
N 2.197 0.540 -1.785  0.007
C 3.050 4.562 0.882  0.004
C 3.542 5.825 1.194  -0.001
C 2.706 6.764 1.768  0.000
C 1.385 6.405 1.995  0.000
C 0.975 5.123 1.676  -0.002
N 1.780 4.190 1.147  0.013
H 4.904 0.939 -0.533  0.000
H 4.958 2.346 -1.595  -0.001
H 5.055 0.868 -3.530  0.000
H 3.776 -0.493 -5.179  0.000
H 1.460 -1.230 -4.543  0.000
H 0.555 -0.564 -2.398  0.001
H 4.574 6.039 0.963  0.000
H 3.066 7.748 2.025  0.000
H 0.678 7.110 2.401  0.000
H -0.053 4.826 1.853  0.000
C -3.362 4.247 3.093  0.000
N -2.342 3.826 4.008  0.000
C -2.439 4.129 5.426  0.000
C -1.185 3.467 6.020  0.000
N -0.541 2.901 4.844  0.000
C -1.271 3.088 3.737  0.000
S -0.954 2.428 2.214  0.012
H -3.624 5.286 3.297  0.000
H -4.258 3.633 3.202  0.000
H -2.993 4.157 2.073  0.000
H -3.366 3.713 5.832  0.000
H -2.455 5.212 5.574  0.000
H -1.436 2.681 6.736  0.000
H -0.524 4.185 6.509  0.000
H 0.272 2.313 4.900  0.000
C -2.890 -5.525 -2.093  0.000
C -2.838 -4.206 -2.873  0.000
C -4.263 -3.638 -2.976  0.000
C -2.370 -4.519 -4.306  0.000
C -1.872 -3.169 -2.189  0.000
O -1.734 -2.009 -3.009  0.000
C -0.428 -3.731 -2.034  0.000
C 0.053 -4.338 -0.702  0.000
C 0.843 -3.389 0.158  0.000
C 0.615 -3.282 1.526  0.000
C 1.212 -2.283 2.282  0.002
C 2.035 -1.374 1.644  -0.006
Cl 2.517 0.131 2.421  0.002
C 2.434 -1.571 0.327  0.009
C 1.845 -2.592 -0.399  -0.003
C -2.500 -2.672 -0.858  0.000
N -1.766 -1.620 -0.204  0.000
C -1.171 -0.542 -0.708  -0.005
N -0.542 0.124 0.263  0.025
C -0.879 -0.586 1.380  0.003
N -1.602 -1.636 1.114  0.000
H -3.625 -6.177 -2.561  0.000
H -3.197 -5.378 -1.061  0.000
H -1.933 -6.039 -2.105  0.000
H -4.826 -4.201 -3.715  0.000
H -4.271 -2.596 -3.290  0.000
H -4.798 -3.724 -2.034  0.000
H -3.038 -5.258 -4.741  0.000
H -1.368 -4.937 -4.341  0.000
H -2.391 -3.649 -4.960  0.000
H -2.247 -2.122 -3.817  0.000
H 0.232 -2.910 -2.312  0.000
H -0.302 -4.487 -2.805  0.000
H 0.709 -5.178 -0.944  0.000
H -0.774 -4.752 -0.130  0.000
H -0.075 -3.954 2.012  0.000
H 0.988 -2.185 3.332  0.000
H 3.224 -0.971 -0.107  -0.001
H 2.169 -2.760 -1.414  0.000
H -2.582 -3.479 -0.135  0.000
H -3.501 -2.294 -1.074  0.000
H -1.256 -0.248 -1.735  0.000
H -0.606 -0.303 2.382  -0.001

Summary:
Orbital gap (spin up / spin down)   8.88 / 8.51 eV
E_HOMO (spin up / spin down)   -14.1 / -14.1 eV
Total charge   +2
Multiplicity   6
E_LUMO (spin up / spin down)   -5.205 / -5.587 eV

[3]
Molecular formula: C32H40N2O2PdS
Method: DFT, the ωB97M-V functional and the def2-TZVPD basis

Last column: Mulliken charge in e.
Atoms and positions in Å:
Pd -1.149 -0.032 0.247  -0.113
C 0.500 -1.345 -0.471  -2.141
C 1.492 -0.961 0.541  0.512
C 1.297 -1.856 1.601  -0.062
C 0.301 -2.778 1.254  -1.149
C -0.218 -2.473 -0.010  0.277
C -1.053 -3.407 -0.843  2.552
C -1.523 -4.658 -0.081  -2.438
C -0.233 -3.975 -2.062  -1.723
C -2.305 -2.706 -1.393  -1.623
C 1.618 -1.838 3.118  3.505
C 3.077 -1.345 3.343  -2.176
C 1.513 -3.187 3.731  -2.302
C 0.635 -0.910 3.849  -1.634
C 2.347 0.245 0.203  2.297
C 3.812 -0.141 0.169  -1.767
C 1.978 1.020 -1.023  -1.587
C 2.103 1.405 1.265  -1.631
H 0.536 -1.018 -1.494  0.351
H -0.035 -3.571 1.860  0.495
H -0.722 -5.229 0.294  0.463
H -2.317 -5.159 -0.727  0.395
H -2.055 -4.380 0.777  0.547
H 0.765 -4.340 -1.877  0.226
H -0.223 -3.231 -2.817  0.400
H -0.743 -4.798 -2.575  0.482
H -2.986 -2.462 -0.577  0.339
H -2.826 -3.296 -2.101  0.568
H -2.140 -1.633 -1.813  -0.128
H 3.697 -2.057 2.808  0.362
H 3.282 -1.499 4.400  0.538
H 3.218 -0.340 3.051  0.256
H 1.962 -4.008 3.229  0.376
H 0.436 -3.443 3.863  0.427
H 1.867 -3.197 4.781  0.466
H 0.924 0.103 3.752  0.388
H 0.535 -1.135 4.968  0.317
H -0.425 -0.962 3.531  -0.010
H 3.808 -0.953 -0.627  0.344
H 4.157 -0.603 1.093  0.208
H 4.588 0.630 -0.162  0.338
H 2.266 0.496 -1.971  0.187
H 2.604 1.868 -0.871  0.810
H 0.848 1.285 -1.037  -0.137
H 2.407 1.137 2.289  0.103
H 1.038 1.757 1.171  0.026
H 2.682 2.170 0.894  0.842
O -3.609 2.923 -4.122  -0.750
S -2.512 3.354 -3.276  1.116
O -1.838 4.630 -3.564  -0.745
N -2.898 3.122 -1.819  -0.484
C -2.147 3.574 -0.776  0.370
C -1.727 4.867 -0.637  -0.259
C -1.183 5.348 0.587  -0.820
C -1.137 4.588 1.732  -1.268
C -1.633 3.248 1.621  1.569
C -1.662 2.365 2.740  -0.615
C -2.278 1.154 2.658  -0.358
C -2.750 0.748 1.353  -0.366
N -2.730 1.551 0.281  -0.630
C -2.081 2.770 0.362  -0.290
C -1.171 2.107 -3.560  0.209
C -1.307 0.757 -3.237  -0.626
C -0.192 0.012 -3.623  0.449
C 0.812 0.452 -4.421  -0.074
C 0.814 1.756 -4.816  -0.683
C -0.179 2.600 -4.422  -0.414
H -1.923 5.480 -1.502  0.435
H -0.843 6.359 0.648  0.380
H -0.944 5.090 2.665  0.384
H -1.136 2.707 3.637  0.268
H -2.228 0.450 3.463  0.537
H -3.456 -0.037 1.363  0.580
H -2.202 0.426 -2.719  0.377
H -0.190 -1.028 -3.320  -0.293
H 1.633 -0.233 -4.640  0.416
H 1.590 2.030 -5.526  0.306
H -0.233 3.640 -4.678  0.503

Summary:
Orbital gap   5.54 eV
E_HOMO   -0.9 eV
Total charge   -2
Multiplicity   1
E_LUMO   4.597 eV